(1)
{"formula": "C11H11ClO", "method": "wB97M-V/def2-TZVPD", "elements": ["Cl", "O", "C", "C", "C", "C", "C", "C", "C", "C", "C", "C", "C", "H", "H", "H", "H", "H", "H", "H", "H", "H", "H", "H"], "coordinates": [[2.981191, -0.081114, 1.483858], [1.844495, 2.062955, 2.455210], [0.403068, -0.814116, -0.201456], [-1.220533, 1.421979, 0.348488], [1.854893, -2.918541, -1.344549], [0.693303, -2.009941, 0.522938], [1.114605, -0.611168, -1.418259], [-0.326181, 0.224980, 0.450846], [1.734114, 1.165327, 1.672237], [1.428179, -3.036551, -0.009021], [1.726348, -1.700341, -1.992241], [-1.411088, 0.341968, 1.427161], [-0.904077, 2.885644, 0.486576], [1.161478, 0.392595, -1.989494], [0.429160, -2.245573, 1.530627], [-2.162541, -0.424864, 1.464648], [1.603766, -3.882106, 0.660155], [-1.138705, 0.629508, 2.486603], [-2.000193, 1.211633, -0.260987], [-0.011449, 2.856755, 1.023834], [-1.818802, 3.445140, 0.923788], [-0.795477, 3.136043, -0.520885], [2.209692, -1.389481, -2.914978], [2.443983, -3.710540, -1.984903]], "forces_ev_per_angstrom": [[0.7, -0.3, -0.1], [-0.3, -1.6, -1.6], [0.8, 0.3, 0.3], [0.4, -1.9, 1.5], [1.8, -1.6, -1.3], [-0.2, 0.3, -0.7], [-1.2, 1.0, 0.1], [1.3, 1.4, 1.1], [-1.4, 1.3, 1.1], [0.2, -0.3, -1.2], [0.5, 1.3, -0.3], [1.7, 0.9, 2.6], [-2.8, -1.2, 1.0], [-0.4, -1.7, 1.3], [-0.8, 0.8, 0.6], [-0.7, 0.1, -0.6], [0.2, 0.0, -0.7], [-0.1, -0.3, -1.2], [-2.2, -0.2, -2.8], [1.4, 1.2, 1.1], [1.8, -0.8, -0.4], [0.6, 1.3, -1.5], [0.1, -1.1, -0.2], [-1.3, 1.3, 1.9]], "charge": 0, "total_energy_ev": -26150.2661, "e_homo_ev": [-7.533, -8.231], "relative_energy_kcal_mol": 38.20, "lumo_ev": [-1.09, -0.90], "homo_lumo_gap_ev": [6.441, 7.330]}

(2)
{"formula": "C3IO2", "method": "wB97M-V/def2-TZVPD", "elements": ["I", "O", "O", "C", "C", "C"], "coordinates": [[4.064704, 0.000427, 0.014133], [-1.432962, 1.123918, 0.089148], [-1.408570, -1.134792, 0.087583], [1.986775, -0.008482, -0.076837], [0.775573, 0.017590, -0.099337], [-1.013913, -0.000985, 0.042165]], "forces_ev_per_angstrom": [[-1.6, 0.0, -0.1], [-0.5, 1.0, 0.0], [-0.4, -1.0, 0.0], [1.8, 0.0, 0.1], [-1.3, -0.1, 0.1], [2.1, 0.0, -0.1]], "charge": -1, "total_energy_ev": -15305.8597, "smiles": "O=C([O-])C#CI", "e_homo_ev": -5.072, "relative_energy_kcal_mol": 42.48, "lumo_ev": 2.64, "homo_lumo_gap_ev": 7.711}

(3)
{"formula": "C18H24ClO22", "method": "wB97M-V/def2-TZVPD", "elements": ["Cl", "O", "O", "O", "O", "O", "O", "O", "O", "O", "O", "O", "O", "O", "O", "O", "O", "O", "O", "O", "O", "O", "O", "C", "C", "C", "C", "C", "C", "C", "C", "C", "C", "C", "C", "C", "C", "C", "C", "C", "C", "H", "H", "H", "H", "H", "H", "H", "H", "H", "H", "H", "H", "H", "H", "H", "H", "H", "H", "H", "H", "H", "H", "H", "H"], "coordinates": [[-4.258020, 1.006376, 2.852250], [-2.272094, 6.285910, 5.189268], [-1.920780, 2.404970, 7.904736], [-0.053010, 3.428977, 8.588100], [-0.814952, 3.698409, -0.404150], [-5.124830, 0.101023, -3.032796], [-1.909529, 3.832577, -2.342054], [-6.096236, -2.360711, 7.144571], [-5.248514, 1.115370, 3.866563], [-6.642667, 0.887735, -1.643507], [-3.406599, 4.771829, 6.410843], [-6.862258, -1.575799, 5.202179], [-0.438082, -2.704200, 1.470651], [-0.169475, 2.433314, 6.586153], [0.651748, -1.614305, -0.175936], [-7.195626, -0.778427, -3.017847], [-4.392450, 5.836418, 4.720011], [-3.921961, 2.361132, 2.407226], [-4.708936, 0.154202, 1.759649], [-3.071330, 0.432990, 3.421725], [0.970399, -1.077072, 1.980759], [-1.620154, 1.854781, -1.339787], [-5.257872, -3.085893, 5.159211], [-1.456147, 3.174523, -1.457641], [-0.664965, 2.817805, 7.761488], [-4.376279, 0.998624, -2.206772], [-2.272825, 1.591618, 6.772256], [-6.059688, -2.372255, 5.949399], [-1.240881, 2.016604, 5.734580], [-4.640988, 4.102938, 6.184080], [-6.726758, -1.871115, 3.831858], [-3.257721, 5.673860, 5.442865], [-5.473259, 1.643038, -1.338611], [-5.450151, -2.720923, 3.792299], [-5.442276, 5.066074, 5.328596], [0.426588, -1.774583, 0.982577], [-0.827802, 2.726014, 0.653668], [0.323614, -1.416556, 3.212016], [-0.170035, -2.810435, 2.883572], [-1.048066, 1.419155, -0.092925], [-6.382885, -0.011792, -2.604789], [0.583670, -3.580463, 3.051513], [-7.624368, -2.378230, 3.459598], [-6.035796, 5.708482, 5.981552], [-5.541956, 2.668800, -1.701465], [-1.808879, 0.794226, 0.370370], [1.057066, -1.482192, 4.012033], [-0.104627, 0.890477, -0.213746], [-5.100088, 3.828146, 7.132272], [-4.609071, -2.118541, 3.440395], [-3.611453, 0.388976, -1.730956], [-0.496202, -0.749226, 3.474643], [-3.881106, 1.758487, -2.807885], [-6.012282, 4.526102, 4.580719], [-2.091161, 0.542942, 7.016326], [-5.500399, -3.556645, 3.097219], [-3.297638, 1.764308, 6.472929], [-1.122420, -3.088559, 3.329156], [-0.863101, 1.182593, 5.152103], [-1.631284, 2.819547, 5.106811], [-4.540711, 3.164913, 5.628629], [-1.646228, 2.928894, 1.346310], [-5.248713, 1.664358, -0.275700], [-6.645827, -0.952715, 3.250640], [0.108921, 2.760260, 1.203687]], "forces_ev_per_angstrom": [[0.9, 1.1, -0.8], [0.4, 0.0, 0.4], [-1.0, -0.3, -0.1], [-0.1, -0.2, -0.2], [0.2, -0.1, 0.4], [0.2, -0.2, -0.6], [0.2, -0.1, -0.5], [0.4, -0.5, -0.4], [-1.1, -0.2, 0.7], [0.0, 0.3, 0.6], [-0.1, -0.5, 0.2], [-0.2, 0.0, 0.5], [0.7, 0.1, 0.1], [0.4, 0.4, -0.9], [0.1, 0.1, 0.2], [0.0, -0.2, -0.2], [-0.5, -0.3, 0.2], [-0.4, -0.9, -0.4], [0.0, 0.7, 0.4], [0.9, -0.6, 0.3], [0.3, 0.9, 0.5], [0.5, -0.4, 0.1], [0.4, -0.9, -0.1], [-0.7, 0.8, 0.0], [0.7, 0.6, 0.9], [0.0, -0.2, 0.1], [0.5, -0.4, -0.2], [-0.8, 1.1, 0.2], [-0.3, -0.4, 0.3], [-0.8, -1.1, 0.0], [-0.1, -0.1, -0.9], [0.1, 0.9, -1.1], [1.1, 0.4, -0.4], [0.0, 1.0, -0.8], [0.5, 0.1, 0.6], [-0.7, -0.6, -0.7], [-0.2, 0.0, 0.4], [0.1, -1.0, 0.4], [-1.0, -0.1, -0.4], [-0.2, 0.0, 0.3], [-0.3, 0.2, 0.1], [0.0, 0.0, 0.0], [0.1, -0.2, 0.3], [-0.2, 0.2, -0.4], [-0.7, 0.0, 0.2], [0.2, -0.1, 0.2], [0.1, 0.4, -0.1], [-0.2, -0.2, -0.5], [0.0, 0.3, 0.1], [0.1, 0.1, 0.3], [-0.2, 0.2, 0.4], [0.1, 0.3, -0.3], [0.0, -0.2, -0.2], [-0.1, 0.3, -0.1], [-0.4, 0.0, 0.2], [-0.2, -0.4, 0.5], [-0.1, -0.1, 0.1], [0.2, 0.0, 0.3], [-0.2, 0.1, -0.2], [0.4, 0.1, 0.0], [0.6, 0.1, -0.1], [-0.1, 0.2, -0.1], [-0.2, -0.3, 0.1], [0.3, 0.0, 0.2], [0.1, 0.1, -0.2]], "charge": -1, "total_energy_ev": -76618.9936, "e_homo_ev": -8.024, "lumo_ev": 2.07, "homo_lumo_gap_ev": 10.097}

Please write out number 2 again, unchanged.
{"formula": "C3IO2", "method": "wB97M-V/def2-TZVPD", "elements": ["I", "O", "O", "C", "C", "C"], "coordinates": [[4.064704, 0.000427, 0.014133], [-1.432962, 1.123918, 0.089148], [-1.408570, -1.134792, 0.087583], [1.986775, -0.008482, -0.076837], [0.775573, 0.017590, -0.099337], [-1.013913, -0.000985, 0.042165]], "forces_ev_per_angstrom": [[-1.6, 0.0, -0.1], [-0.5, 1.0, 0.0], [-0.4, -1.0, 0.0], [1.8, 0.0, 0.1], [-1.3, -0.1, 0.1], [2.1, 0.0, -0.1]], "charge": -1, "total_energy_ev": -15305.8597, "smiles": "O=C([O-])C#CI", "e_homo_ev": -5.072, "relative_energy_kcal_mol": 42.48, "lumo_ev": 2.64, "homo_lumo_gap_ev": 7.711}